(1)
Computed, not measured: 2 unconnected molecules or ions with the total composition C2H5NO4 in a non-equilibrium geometry, with ωB97M-V/def2-TZVPD.

Geometry (Å):
C (1.4256, -0.6126, 0.4944)
O (0.3587, -0.9667, -2.0639)
H (-3.7028, -0.1069, 2.1822)
O (1.2364, 1.1661, -2.6049)
O (-3.3352, 0.7650, 2.4269)
H (-4.0084, 1.4308, 1.9959)
N (1.9097, 0.1711, -0.6255)
H (1.7306, 0.0324, 1.3282)
H (0.3503, -1.6799, -1.3631)
O (0.5890, -1.5142, 0.4360)
H (2.4595, 1.0326, -0.4400)
C (0.9867, 0.2822, -1.7663)

The value obtained for the total energy is -11834.3197 eV. For the energy relative to the best compared isomer or geometry (same formula, charge and spin), the calculation gives 2.473 eV. The total charge is 0. The value obtained for the frontier orbital gap is 10.99 eV. Its SMILES is O=CNC(=O)O.O.

***

(2)
Computed, not measured: 2 unconnected molecules or ions with the total composition C2H5NO5 in a non-equilibrium geometry, with ωB97M-V/def2-TZVPD.

Geometry (Å):
H (0.5599, 1.1635, 0.2924)
H (-1.5476, -1.1356, 0.5703)
N (0.7751, 0.6790, -0.5745)
O (-1.3913, 1.3050, -1.0846)
H (-2.0021, 1.2912, -1.8414)
O (1.1736, -0.2261, 1.8770)
C (-0.3446, 0.5384, -1.4628)
H (1.4152, -0.7399, 2.6656)
C (0.4088, -1.0196, 1.0971)
H (1.6852, 0.4818, -0.9698)
O (-0.1653, 0.2850, -2.6375)
O (0.3375, -2.2053, 1.3669)
O (-0.9044, -0.4174, 0.7012)

The value obtained for the total energy is -13881.5259 eV. For the energy relative to the best compared isomer or geometry (same formula, charge and spin), the calculation gives 1.636 eV. The total charge is 0. The value obtained for the frontier orbital gap is 10.27 eV. Its SMILES is NC(=O)O.O=C(O)O.

***

(3)
Computed, not measured: a molecular structure, C2H5NO5P2 in a non-equilibrium geometry, with ωB97M-V/def2-TZVPD.

Geometry (Å):
O (2.2920, 1.2408, -1.3758)
C (-1.2876, -0.0084, 0.3343)
H (-0.2389, -0.2672, -1.2491)
P (1.2683, -1.2662, 0.2285)
C (-2.6557, 0.2135, -0.4686)
H (-1.3819, -0.5969, 1.2067)
H (-0.8434, 1.0741, 0.5842)
O (-3.5921, 0.5171, 0.2496)
O (-2.5047, 0.1651, -1.6877)
N (-0.2114, -0.7449, -0.3547)
O (1.1213, -1.9225, 1.5425)
O (2.1356, -1.9049, -0.7511)
H (1.8162, 0.0106, 0.8657)
H (1.4994, 2.1418, 0.8130)
P (2.5830, 1.3481, 0.0624)

The expectation value of S² is 2.0086. The value obtained for the total energy is -32458.9252 eV. Its multiplicity is 3. The total charge is -2. The value obtained for the frontier orbital gap (spin up / spin down) is 5.51 / 5.44 eV.

***

(4)
Computed, not measured: a single C2H5NOS molecule in a non-equilibrium geometry, with ωB97M-V/def2-TZVPD.

Geometry (Å):
H (1.9821, 0.8070, 0.4885)
C (-0.6676, 0.5747, 0.1761)
H (1.1470, 0.7109, -1.1036)
N (1.4763, 0.1056, -0.2449)
O (-0.2373, 1.6581, 0.0714)
H (0.0460, -1.7129, -0.3269)
S (-2.2875, 0.2235, -0.0458)
H (-1.8894, -0.9622, -0.6529)
C (0.1816, -0.6715, 0.2156)
H (0.2488, -0.7332, 1.4225)

The value obtained for the total energy is -16525.0065 eV. For the energy relative to the best compared isomer or geometry (same formula, charge and spin), the calculation gives 3.375 eV. The total charge is 0. The value obtained for the frontier orbital gap is 9.46 eV. Its SMILES is NCC(=O)S.

***

(5)
Computed, not measured: a single C2H5NOS molecule in a non-equilibrium geometry, with ωB97M-V/def2-TZVPD.

Geometry (Å):
H (0.2827, 1.4426, -0.0361)
H (2.2820, -1.2241, -0.3001)
S (-2.6894, -0.5983, -0.0197)
O (0.3550, -0.6038, -0.3811)
H (-3.8846, 0.1314, -0.0806)
C (1.7336, -0.4421, 0.0976)
H (2.1393, 0.5011, -0.2184)
H (1.7602, -0.5122, 1.1354)
C (-0.3585, 0.5424, -0.1272)
N (-1.6201, 0.7629, -0.0698)

The value obtained for the total energy is -16526.3233 eV. For the energy relative to the best compared isomer or geometry (same formula, charge and spin), the calculation gives 2.058 eV. The total charge is 0. The value obtained for the frontier orbital gap is 9.49 eV. Its SMILES is CO/C=N\S.

***

(6)
Computed, not measured: a molecular structure, C2H5NOS in a non-equilibrium geometry, with ωB97M-V/def2-TZVPD.

Geometry (Å):
S (0.7951, 0.5509, -0.1565)
H (2.6663, -1.1724, 0.1758)
H (1.5649, -0.5456, 2.4126)
H (-0.8623, 1.9136, -1.6076)
C (1.3521, -0.7898, 0.9386)
C (-0.8577, 0.2113, -0.3892)
H (0.4690, -1.8203, 0.8162)
O (-1.5294, -0.6683, 0.1370)
H (-2.3244, 1.3205, -0.9715)
N (-1.2736, 1.0001, -1.3556)

The value obtained for the total energy is -16523.3094 eV. For the energy relative to the best compared isomer or geometry (same formula, charge and spin), the calculation gives 5.072 eV. The total charge is 0. The value obtained for the frontier orbital gap is 9.72 eV.

***

(7)
Computed, not measured: 2 unconnected molecules or ions with the total composition C2H5NOS2 in a non-equilibrium geometry, with ωB97M-V/def2-TZVPD.

Geometry (Å):
N (2.2341, -1.3675, 0.2457)
C (0.3687, -0.6779, 0.0820)
O (2.0434, -2.6611, 0.6931)
H (-1.9879, 0.5828, -0.8366)
H (1.9002, -2.5908, 1.6487)
H (2.4474, -1.4590, -0.7493)
C (-1.3068, 1.3539, -0.4908)
S (-0.7154, -1.5707, 0.8258)
H (-1.4644, 1.5512, 0.5656)
S (0.4123, 0.7857, -0.7285)
H (-1.4232, 2.2621, -1.0718)

The value obtained for the total energy is -27359.5942 eV. For the energy relative to the best compared isomer or geometry (same formula, charge and spin), the calculation gives 3.462 eV. The total charge is 0. The value obtained for the frontier orbital gap is 8.51 eV.

***

(8)
Computed, not measured: 2 unconnected molecules or ions with the total composition C2H5NS in a non-equilibrium geometry, with ωB97M-V/def2-TZVPD.

Geometry (Å):
S (-0.1687, 2.2344, -0.1609)
C (1.2479, -0.8709, 0.8765)
C (0.2832, -1.6289, 1.2763)
H (1.8941, -0.2615, 0.1601)
H (-1.5381, 1.6056, -2.0482)
N (-1.2572, 2.3110, -1.3757)
H (0.3050, -1.9484, 2.3074)
H (-1.2575, 3.2787, -1.6656)
H (-0.8069, -1.5652, 0.7912)

The value obtained for the total energy is -14475.4295 eV. For the energy relative to the best compared isomer or geometry (same formula, charge and spin), the calculation gives 4.907 eV. The total charge is 0. The value obtained for the frontier orbital gap (spin up / spin down) is 9.06 / 7.06 eV.

***

(9)
Computed, not measured: a single C2H5NS2 molecule in a non-equilibrium geometry, with ωB97M-V/def2-TZVPD.

Geometry (Å):
H (-1.9158, -0.4601, -0.0981)
S (-0.4321, 0.1794, 1.4058)
S (0.7121, 0.7555, -2.1147)
H (-0.9132, -1.9134, 0.0429)
H (-2.0627, -1.4590, 1.5163)
C (1.1208, 0.4375, 0.5180)
C (-1.4625, -0.9691, 0.7924)
H (1.6603, 1.9818, -2.7898)
N (1.3950, 0.9583, -0.5930)
H (1.8980, 0.4890, 1.3203)

The value obtained for the total energy is -25311.6654 eV. For the energy relative to the best compared isomer or geometry (same formula, charge and spin), the calculation gives 4.161 eV. The total charge is 0. The value obtained for the frontier orbital gap is 8.57 eV. Its SMILES is CS/C=N\S.

***

(10)
Computed, not measured: a single C2H5NS2 molecule in a non-equilibrium geometry, with ωB97M-V/def2-TZVPD.

Geometry (Å):
H (1.4896, -1.3268, 0.5726)
H (-0.3179, -2.5933, 1.2553)
C (0.2784, -1.6229, 0.5573)
S (-0.5501, -0.1077, 1.4729)
S (-0.1825, 0.4432, -1.8427)
C (-0.3123, 1.4536, 0.6666)
H (0.0435, 1.1349, -2.8583)
H (-0.1813, 2.3182, 1.3505)
H (-0.2991, -1.3181, -0.5608)
N (0.0316, 1.6188, -0.6136)

The value obtained for the total energy is -25311.7199 eV. For the energy relative to the best compared isomer or geometry (same formula, charge and spin), the calculation gives 4.106 eV. The total charge is 0. The value obtained for the frontier orbital gap is 8.95 eV. Its SMILES is CS/C=N\S.

***

(11)
Computed, not measured: a molecular structure, C2H5NS2 in a non-equilibrium geometry, with ωB97M-V/def2-TZVPD.

Geometry (Å):
N (-1.9768, -0.7409, -0.4038)
H (-1.0191, -1.1630, 1.5160)
H (-2.1347, -1.3461, -1.3257)
C (-0.7662, -1.0749, 0.4366)
S (1.8475, -0.4334, -0.0912)
H (-2.7480, -0.7622, 0.7192)
H (-0.3655, -2.0417, -0.0523)
H (-1.6091, 1.3183, 0.1437)
C (0.2373, -0.1801, 0.0666)
S (-0.2920, 1.4778, 0.0166)

The value obtained for the total energy is -25312.1185 eV. For the energy relative to the best compared isomer or geometry (same formula, charge and spin), the calculation gives 3.708 eV. The total charge is 0. The value obtained for the frontier orbital gap is 8.16 eV.

***

(12)
Computed, not measured: a molecular structure, C2H5NS2 in a non-equilibrium geometry, with ωB97M-V/def2-TZVPD.

Geometry (Å):
H (0.6331, 1.2926, -0.8317)
S (-0.0631, -0.6578, -2.0647)
C (-0.0540, 0.4252, -0.7195)
H (-1.2351, 1.0025, -0.4908)
N (0.0117, -1.3673, 0.8053)
C (0.1595, -0.0491, 0.6834)
S (-0.0866, 1.2146, 1.9296)
H (1.3773, -0.3685, -3.3271)
H (0.3652, -1.6447, 1.6570)
H (0.5399, -1.8770, -0.2672)

The value obtained for the total energy is -25311.0567 eV. For the energy relative to the best compared isomer or geometry (same formula, charge and spin), the calculation gives 4.769 eV. The total charge is 0. The value obtained for the frontier orbital gap is 6.92 eV.

***

(13)
Computed, not measured: 2 unconnected molecules or ions with the total composition C2H5NS2 in a non-equilibrium geometry, with ωB97M-V/def2-TZVPD.

Geometry (Å):
H (1.9442, 0.3387, -0.4963)
C (1.5791, 0.2062, 0.5290)
S (-2.9686, -0.7579, 0.0902)
H (1.8282, -0.7964, 0.8742)
H (-0.4401, -0.5151, -1.2920)
N (0.1495, 0.3782, 0.6514)
H (-2.9126, -1.6294, -0.9152)
H (2.0642, 0.9338, 1.1768)
C (-0.6501, 0.0725, -0.4186)
S (-0.5939, 1.7693, -0.1995)

The value obtained for the total energy is -25312.1006 eV. For the energy relative to the best compared isomer or geometry (same formula, charge and spin), the calculation gives 3.725 eV. The total charge is 0. The value obtained for the frontier orbital gap (spin up / spin down) is 8.04 / 8.04 eV.

***

(14)
Computed, not measured: 2 unconnected molecules or ions with the total composition C2H5NS2 in a non-equilibrium geometry, with ωB97M-V/def2-TZVPD.

Geometry (Å):
S (2.7811, -1.6818, -0.0635)
S (2.1597, 1.1704, 0.1836)
H (-1.0853, 1.0448, 0.5384)
C (1.7621, -0.3131, 0.5379)
H (-2.9285, -0.3939, -0.9474)
H (0.9560, -0.7758, 1.0426)
H (-2.8674, 1.4399, -0.0496)
N (-2.1045, -0.3075, -0.3882)
C (-2.0473, 0.7856, 0.1836)
H (3.3741, -0.9686, -1.0373)

The value obtained for the total energy is -25313.4669 eV. For the energy relative to the best compared isomer or geometry (same formula, charge and spin), the calculation gives 2.359 eV. The total charge is 0. The value obtained for the frontier orbital gap is 8.55 eV. Its SMILES is S=CS.C=N.

***

(15)
Computed, not measured: 2 unconnected molecules or ions with the total composition C2H5NSi in a non-equilibrium geometry, with ωB97M-V/def2-TZVPD.

Geometry (Å):
Si (0.9235, -0.6039, 0.3983)
H (1.5049, 1.5960, -0.1613)
H (2.4678, 0.5709, -0.8897)
H (1.2775, -0.7986, 1.9019)
H (-4.0014, 0.1465, -0.5539)
N (1.9909, 0.6650, -0.0143)
C (-2.0465, 0.0225, 0.4164)
C (-3.0450, -0.1093, -0.2716)
H (0.9285, -1.4892, -0.8257)

The value obtained for the total energy is -11517.2098 eV. For the energy relative to the best compared isomer or geometry (same formula, charge and spin), the calculation gives 4.596 eV. The total charge is 0. The value obtained for the frontier orbital gap is 7.87 eV.

***

(16)
Computed, not measured: 2 unconnected molecules or ions with the total composition C2H5O2 in a non-equilibrium geometry, with ωB97M-V/def2-TZVPD.

Geometry (Å):
C (1.0158, -0.0249, 0.4777)
O (-2.3687, -1.2405, -1.3411)
H (1.6672, 1.7461, 0.9562)
C (-0.0468, 0.2793, -0.2256)
H (1.3166, -1.0322, 0.7774)
O (1.7675, 0.8839, 1.2615)
H (-0.9276, -0.2398, -0.5943)
H (-2.9582, -0.4395, -1.4724)
H (-0.1025, 1.2922, -0.5427)

The value obtained for the total energy is -6248.1354 eV. For the energy relative to the best compared isomer or geometry (same formula, charge and spin), the calculation gives 3.003 eV. The total charge is -1. The value obtained for the frontier orbital gap is 6.22 eV.

***

(17)
Computed, not measured: 2 unconnected molecules or ions with the total composition C2H5O2P in a non-equilibrium geometry, with ωB97M-V/def2-TZVPD.

Geometry (Å):
H (0.1056, 1.3355, -0.9622)
H (0.3527, -0.9005, -1.4174)
C (0.8077, -0.6689, -0.5146)
P (-0.8944, -0.1217, 0.8667)
C (0.3653, 0.7049, -0.1282)
H (1.8452, -0.9915, -0.5919)
O (-3.2422, 0.6874, -0.5749)
H (-0.5074, 0.2570, 2.1121)
H (1.0594, 1.0929, 0.7135)
O (0.1082, -1.3952, 0.4970)

The value obtained for the total energy is -15532.0924 eV. For the energy relative to the best compared isomer or geometry (same formula, charge and spin), the calculation gives 6.563 eV. The total charge is 0. The value obtained for the frontier orbital gap (spin up / spin down) is 7.04 / 7.22 eV.

***

(18)
Computed, not measured: 2 unconnected molecules or ions with the total composition C2H5O2P2 in a non-equilibrium geometry, with ωB97M-V/def2-TZVPD.

Geometry (Å):
H (0.2462, 1.5366, -2.6603)
O (-0.0020, 1.7632, -1.7752)
C (0.4233, 0.3364, 1.5814)
H (-1.7255, -0.0969, 1.0168)
P (-0.5267, -0.7891, -0.8653)
H (0.1912, 0.9774, 2.4856)
H (0.1813, -2.1978, -2.7528)
P (1.0667, -1.9166, -1.4847)
O (-1.9010, -0.9313, -1.4742)
H (1.3772, 0.4243, 1.2212)
C (-0.6247, -0.1382, 0.9457)

The value obtained for the total energy is -24825.9083 eV. For the energy relative to the best compared isomer or geometry (same formula, charge and spin), the calculation gives 3.174 eV. The total charge is -1. The value obtained for the frontier orbital gap is 7.21 eV.

***

(19)
Computed, not measured: a molecular structure, C2H5O2Pb in a non-equilibrium geometry, with ωB97M-V/def2-TZVPD.

Geometry (Å):
C (-0.7698, -1.5287, -0.6640)
H (0.2987, 3.3682, 1.5164)
O (0.2921, 2.6275, 0.8962)
Pb (-1.2783, 1.3576, 0.5656)
H (1.2411, -1.1246, 0.0627)
H (-1.3865, -2.3654, -1.0241)
H (1.2280, 2.3950, 0.6910)
C (0.6434, -1.6753, -0.6664)
O (-1.3563, -0.5402, -0.1757)
H (1.0877, -2.5142, -1.2016)

The expectation value of S² is 0.7550. The value obtained for the total energy is -11476.6209 eV. Its multiplicity is 2. The total charge is +2. The value obtained for the frontier orbital gap (spin up / spin down) is 9.27 / 9.27 eV.

***

(20)
Computed, not measured: 2 unconnected molecules or ions with the total composition C2H5O2S in a non-equilibrium geometry, with ωB97M-V/def2-TZVPD.

Geometry (Å):
H (1.4031, 0.9951, 2.3996)
H (-0.3914, -0.9951, -1.8828)
C (-0.9915, -1.0179, -0.9822)
S (-1.8191, 0.6086, -0.6922)
O (2.1770, -0.1607, 0.8878)
H (-0.3594, -1.2341, -0.1413)
H (-1.6958, -1.8257, -1.1430)
C (1.4601, 0.8132, 1.2942)
H (-0.6477, 1.2453, -0.2944)
O (0.8647, 1.5714, 0.5543)

The expectation value of S² is 0.7543. The value obtained for the total energy is -17082.4256 eV. Its multiplicity is 2. For the energy relative to the best compared isomer or geometry (same formula, charge and spin), the calculation gives 1.559 eV. The total charge is 0. The value obtained for the frontier orbital gap (spin up / spin down) is 9.34 / 4.52 eV.